Entry 1:
{
  "formula": "C10H24Si2",
  "method": "ωB97M-V/def2-TZVPD",
  "smiles": "C[Si](C)(C)C/C=C/C[Si](C)(C)C",
  "multiplicity": 1,
  "relative_energy_kj_mol": 0.00,
  "homo_ev": -9.0314,
  "symbols": ["Si", "Si", "C", "C", "C", "C", "C", "C", "C", "C", "C", "C", "H", "H", "H", "H", "H", "H", "H", "H", "H", "H", "H", "H", "H", "H", "H", "H", "H", "H", "H", "H", "H", "H", "H", "H"],
  "positions_angstrom": [[3.439, 0.054, -0.139], [-3.419, -0.212, 0.226], [3.253, 0.488, -1.930], [4.731, 1.241, 0.480], [-4.791, -1.416, 0.692], [3.863, -1.748, -0.074], [-3.627, 0.514, -1.487], [-1.700, -0.949, 0.311], [1.875, 0.561, 0.568], [0.727, -0.361, 0.237], [-0.541, -0.017, 0.369], [-3.586, 1.223, 1.446], [4.924, -1.958, 0.127], [4.181, 2.195, 0.608], [1.912, 0.855, 1.628], [-1.546, -1.705, 1.107], [2.223, 0.550, -2.237], [-1.684, -1.534, -0.556], [-5.547, -0.936, 0.102], [-2.683, 1.088, -1.632], [3.720, 1.489, -2.085], [3.688, -0.267, -2.498], [5.505, 1.238, -0.288], [-0.759, 0.885, 0.987], [1.592, 1.468, -0.003], [-4.535, 1.694, 1.206], [0.968, -1.413, 0.070], [-4.703, -2.381, 0.248], [3.156, -2.262, 0.634], [-5.081, -1.267, 1.718], [-4.308, 1.414, -1.522], [3.560, -2.208, -0.992], [5.143, 0.940, 1.398], [-3.711, -0.112, -2.344], [-2.666, 1.812, 1.143], [-3.572, 1.037, 2.485]]
}


Entry 2:
{
  "formula": "C10H25BINO5",
  "method": "ωB97M-V/def2-TZVPD",
  "smiles": "CCB(O)N(C(=O)O)[C@H](I)CC.CCO.CCO",
  "multiplicity": 1,
  "homo_ev": -9.5568,
  "symbols": ["I", "O", "O", "O", "O", "O", "N", "C", "C", "C", "C", "C", "C", "C", "C", "C", "C", "B", "H", "H", "H", "H", "H", "H", "H", "H", "H", "H", "H", "H", "H", "H", "H", "H", "H", "H", "H", "H", "H", "H", "H", "H", "H"],
  "positions_angstrom": [[-0.219, -1.654, 1.595], [-1.818, -3.941, 3.874], [-2.570, 5.334, -4.868], [0.208, 1.465, -2.422], [2.367, 1.640, 0.067], [1.296, -0.498, -2.725], [0.591, 0.133, -0.622], [-1.627, 3.087, -4.660], [0.946, -1.218, -0.169], [-1.807, -5.251, 4.429], [-0.277, 3.422, 0.604], [-2.767, 4.030, -4.328], [0.117, 2.058, 1.207], [-0.419, -5.863, 4.429], [3.064, -1.374, 1.403], [0.775, 0.288, -1.982], [2.447, -1.498, 0.004], [1.061, 1.270, 0.229], [4.112, -1.072, 1.307], [3.053, -2.325, 1.937], [-1.783, 2.106, -4.211], [-2.508, 5.253, -5.824], [-0.784, 1.485, 1.437], [-1.533, 2.959, -5.741], [0.910, 2.069, -2.705], [-1.025, 3.908, 1.239], [2.638, 2.229, 0.784], [-2.848, 4.167, -3.250], [-0.039, -5.958, 3.409], [2.575, -0.610, 2.014], [-0.726, 3.312, -0.387], [2.607, -2.518, -0.360], [0.575, 4.106, 0.546], [-0.685, 3.492, -4.291], [0.636, 2.222, 2.162], [-1.510, -4.004, 2.963], [0.273, -5.230, 4.985], [0.545, -1.903, -0.912], [-2.179, -5.144, 5.447], [-0.429, -6.855, 4.882], [-2.506, -5.894, 3.882], [-3.717, 3.619, -4.686], [2.980, -0.843, -0.690]]
}


Entry 3:
{
  "formula": "C10H25GdN3O2S2",
  "method": "ωB97M-V/def2-TZVPD",
  "multiplicity": 8,
  "charge": 3,
  "homo_ev": [-18.0214, -17.8159],
  "symbols": ["Gd", "S", "S", "O", "O", "N", "N", "N", "C", "C", "C", "C", "C", "C", "C", "C", "C", "C", "H", "H", "H", "H", "H", "H", "H", "H", "H", "H", "H", "H", "H", "H", "H", "H", "H", "H", "H", "H", "H", "H", "H", "H", "H"],
  "positions_angstrom": [[0.556, 0.096, 0.000], [-0.812, -2.315, -0.176], [-0.997, 2.387, -0.302], [2.290, -0.217, 3.992], [1.855, -0.020, 1.795], [0.130, -0.017, 3.267], [-0.486, -0.010, -2.266], [-0.743, 0.092, 2.089], [1.443, -0.084, 3.009], [-0.616, -2.478, -2.013], [-1.119, -1.272, -2.770], [1.756, -0.312, 5.351], [4.713, 0.241, -1.583], [4.768, 0.303, -0.248], [-2.847, 2.304, -0.353], [-2.658, -2.289, -0.163], [-0.730, 2.464, -2.123], [-1.216, 1.200, -2.810], [-1.189, -3.361, -2.305], [-3.063, -1.421, -0.692], [-2.970, -2.265, 0.886], [-1.402, -0.693, 2.042], [-0.868, -1.375, -3.835], [1.127, -1.205, 5.481], [2.641, -0.420, 5.974], [-0.235, -0.133, 4.217], [1.227, 0.605, 5.650], [4.729, -0.717, -2.121], [-1.321, 0.940, 2.131], [-3.236, 3.188, -0.876], [0.451, -2.664, -2.189], [4.807, -0.600, 0.375], [-2.293, 1.045, -2.658], [-3.223, 1.392, -0.830], [-3.191, 2.338, 0.687], [-1.278, 3.330, -2.508], [-3.032, -3.216, -0.618], [4.688, 1.147, -2.204], [0.428, 0.033, -2.731], [0.349, 2.618, -2.274], [-2.207, -1.166, -2.684], [4.809, 1.261, 0.288], [-1.035, 1.264, -3.901]]
}


Entry 4:
{
  "formula": "C10H25I2N3O5P",
  "method": "ωB97M-V/def2-TZVPD",
  "multiplicity": 1,
  "charge": 1,
  "relative_energy_kj_mol": 56.83,
  "homo_ev": -10.7657,
  "symbols": ["I", "I", "P", "O", "O", "O", "O", "O", "N", "N", "N", "C", "C", "C", "C", "C", "C", "C", "C", "C", "C", "H", "H", "H", "H", "H", "H", "H", "H", "H", "H", "H", "H", "H", "H", "H", "H", "H", "H", "H", "H", "H", "H", "H", "H", "H"],
  "positions_angstrom": [[6.664, -1.572, -0.211], [4.480, -0.144, -2.498], [2.061, 0.584, 0.277], [-5.029, -1.543, 1.423], [-4.793, 0.014, -1.187], [0.808, 0.085, -0.625], [-3.004, -2.425, -0.793], [1.368, 1.182, 1.648], [2.613, 1.982, -0.637], [3.772, 3.248, 0.992], [4.900, 2.434, -0.844], [-3.009, -3.444, -1.774], [6.922, 1.125, 1.056], [-2.606, -1.155, -1.279], [5.517, 1.080, -1.049], [-5.687, -1.044, -0.866], [-3.464, -0.046, -0.699], [3.776, 2.527, -0.174], [5.801, 0.360, 0.312], [-6.101, -1.126, 0.590], [-4.913, -0.804, 2.620], [0.936, -0.859, -0.807], [3.855, 4.255, 0.974], [1.894, 2.703, -0.750], [-6.497, -0.157, 0.909], [7.548, 0.462, 1.642], [5.590, 2.973, -0.320], [-6.899, -1.874, 0.681], [-3.010, 0.903, -0.998], [-5.060, 0.267, 2.449], [-3.450, -0.063, 0.392], [6.499, 1.257, -1.478], [4.898, 0.224, 0.902], [-5.630, -1.163, 3.365], [6.472, 1.854, 1.736], [-3.397, -3.082, -2.731], [-5.307, -2.001, -1.227], [-3.662, -4.241, -1.422], [3.610, 2.816, 1.891], [-3.903, -0.951, 3.005], [-1.998, -3.844, -1.914], [0.682, 0.537, 1.895], [-2.648, -1.112, -2.372], [-6.590, -0.838, -1.445], [7.552, 1.606, 0.306], [-1.566, -0.993, -0.964]]
}